1.
Entry from the Open Molecules 2025 dataset: a structure of composition C34H39Cl4F15N2O10S in a non-equilibrium geometry (wB97M-V/def2-TZVPD).

- strongest force on any atom (eV/A) = 3.5
- molar mass (g/mol) = 1094.54
- calculated total energy (eV) = -161031.938
- gap between HOMO and LUMO (eV) = 7.62

Geometry as ORCA input:
```
! RIJCOSX wB97M-V def2-TZVPD def2/J DEFGRID3
* xyz 0 1
C 2.8825 -8.0590 -0.4151
C 2.6343 -8.1558 -1.9551
Cl 1.8155 -9.6723 -2.5310
C 3.0110 -7.1918 -2.8529
Cl 2.6833 -7.4532 -4.6037
C 3.7485 -5.8912 -2.3997
C 3.0347 -4.6333 -2.1217
Cl 1.2510 -4.7141 -2.3607
C 3.7453 -3.3526 -1.6321
C 2.8585 -2.1006 -1.3418
C 3.4324 -0.7242 -1.8812
C 3.9619 -0.7556 -3.3668
C 4.7475 0.6437 -3.5850
C 2.7757 -0.7274 -4.4492
C 5.1887 -3.4476 -1.4520
Cl 6.1391 -2.0652 -0.8403
C 5.9458 -4.7336 -1.7510
N 7.3103 -4.9642 -1.6116
S 7.5843 -6.5566 -2.0378
N 6.0573 -7.1029 -2.4617
C 5.2602 -6.0043 -2.2352
H 2.1225 -7.4268 0.1251
H 2.8000 -9.0946 0.0413
H 3.9452 -7.7307 -0.2342
H 2.6908 -1.9751 -0.2237
H 1.8155 -2.2084 -1.7728
H 2.5800 0.0457 -1.8539
H 4.2229 -0.3063 -1.1859
H 4.7183 -1.5571 -3.5868
H 4.3357 1.3530 -2.8147
H 5.8616 0.5167 -3.5498
H 4.4448 1.0755 -4.5903
H 3.2586 -0.4796 -5.4452
H 2.2044 -1.6928 -4.4976
H 2.1373 0.1614 -4.1617
C 0.6919 0.8699 3.8784
C 1.6591 1.4496 2.8652
O 1.3229 1.0370 1.5280
C 0.2745 1.6559 0.9714
O -0.3781 2.5064 1.5075
C 0.0467 1.1494 -0.4518
F 0.0358 -0.1954 -0.5242
F 1.0130 1.5723 -1.2920
F -1.1187 1.5641 -0.9675
H 0.6520 -0.2179 3.7884
H 0.9930 1.1331 4.8928
H -0.3226 1.2382 3.7169
H 2.6632 1.0722 3.0641
H 1.7075 2.5393 2.9269
C -2.6879 4.7480 -0.0792
C -1.7518 5.8837 -0.4386
O -2.3156 7.1578 -0.0771
C -2.2834 7.4627 1.2255
O -1.8256 6.7574 2.0802
C -2.8824 8.8470 1.4680
F -4.0740 9.0046 0.8608
F -2.0832 9.8256 1.0035
F -3.0807 9.0973 2.7718
H -3.6681 4.9025 -0.5370
H -2.2837 3.7934 -0.4154
H -2.8490 4.6894 0.9986
H -1.6029 5.9036 -1.5193
H -0.7672 5.7585 0.0183
C -3.9287 9.0859 5.6842
C -5.3113 8.8128 6.2421
O -5.4982 9.4577 7.5146
C -5.7103 10.7792 7.4753
O -5.7518 11.4331 6.4715
C -5.9235 11.3311 8.8844
F -4.9743 10.9159 9.7443
F -7.1075 10.9415 9.3957
F -5.9108 12.6707 8.9154
H -3.1620 8.7904 6.4039
H -3.7739 8.5408 4.7561
H -3.7820 10.1488 5.4847
H -5.4274 7.7419 6.4159
H -6.0971 9.1119 5.5444
C 4.9642 -11.3640 -3.8802
C 3.8267 -11.9489 -4.6942
O 4.3231 -12.6666 -5.8387
C 4.8472 -13.8730 -5.5908
O 4.9236 -14.3729 -4.5036
C 5.3048 -14.5368 -6.8891
F 6.0580 -13.7153 -7.6446
F 4.2582 -14.9127 -7.6497
F 6.0380 -15.6370 -6.6694
H 5.5996 -10.7365 -4.5092
H 4.5788 -10.7664 -3.0537
H 5.6024 -12.1475 -3.4675
H 3.2033 -11.1401 -5.0784
H 3.1825 -12.5917 -4.0895
C -9.2099 4.6397 1.0481
C -7.8987 5.3266 1.3755
O -7.0619 4.4901 2.1936
C -6.4455 3.4824 1.5620
O -6.5558 3.2551 0.3901
C -5.5655 2.6919 2.5303
F -6.2192 2.3570 3.6583
F -4.4765 3.3939 2.9102
F -5.1160 1.5478 1.9970
H -9.7180 4.3315 1.9645
H -9.8638 5.3060 0.4845
H -9.0498 3.7371 0.4561
H -8.0966 6.2299 1.9545
H -7.3646 5.6339 0.4733
*
```

***

2.
Entry from the Open Molecules 2025 dataset: a structure of composition C34H39EuN5O2P2S2 in a non-equilibrium geometry (wB97M-V/def2-TZVPD).

- strongest force on any atom (eV/A) = 4.3
- molar mass (g/mol) = 827.77
- <S²> = 15.762
- calculated total energy (eV) = -107008.010
- gap between HOMO and LUMO (spin up / spin down) (eV) = 6.30 / 6.35

Geometry as ORCA input:
```
! RIJCOSX wB97M-V def2-TZVPD def2/J DEFGRID3
* xyz 0 8
Eu -2.2499 2.7849 0.1029
C -1.6945 -0.9596 4.2679
C -0.5998 -0.3606 3.7722
C 0.1676 -0.7297 2.5238
C -0.7116 -0.7874 1.2820
C -1.2151 -2.1593 0.9134
C -1.4072 -3.2074 1.7319
C -1.2487 -3.2775 3.2304
C -2.1811 -2.3559 4.0755
C -4.2344 2.5565 -1.2944
H -2.3062 -0.3931 4.9803
H -0.0562 0.3375 4.4311
H 0.7085 -1.6748 2.6343
H 0.9202 0.0538 2.3826
H -1.5959 -0.1280 1.4954
H -0.1357 -0.3432 0.4314
H -1.4898 -2.2612 -0.1435
H -1.8120 -4.1545 1.3110
H -0.2101 -3.1991 3.5763
H -1.6214 -4.2766 3.5052
H -3.1825 -2.3522 3.5839
H -2.3616 -2.8264 5.0729
H -5.0684 2.5624 -0.5573
H -4.0237 1.5315 -1.6559
H -4.4393 3.1807 -2.1813
P 0.9642 -0.7008 -3.0618
P 3.2518 0.8514 -0.8271
N 0.5813 -2.4302 -3.1433
N 1.0128 -0.5885 -4.8985
N 4.1429 -0.5124 -0.0869
N 4.6718 1.9589 -0.7315
C 2.7557 -1.0608 -2.8288
C 3.5448 0.2355 -2.5622
C -0.7409 -2.8789 -3.1046
C -0.7648 -4.2318 -3.4108
C 0.5742 -4.6392 -3.6915
C 1.3718 -3.5124 -3.5440
C 0.2754 0.3594 -5.6072
C 0.7259 0.3973 -6.9198
C 1.7570 -0.5831 -7.0512
C 1.8790 -1.2016 -5.8071
C 3.4659 -1.1902 0.9422
C 4.0868 -2.4062 1.1739
C 5.1864 -2.5208 0.2482
C 5.1742 -1.3659 -0.5360
C 6.0284 1.6824 -0.5158
C 6.7868 2.8117 -0.8111
C 5.8756 3.8210 -1.2803
C 4.5996 3.2641 -1.2531
H 3.2149 -1.5099 -3.7208
H 2.8566 -1.7617 -1.9812
H 4.6289 0.0607 -2.7025
H 3.2237 1.0747 -3.2149
H -1.5356 -2.1744 -2.8671
H -1.6586 -4.8574 -3.4174
H 0.9389 -5.6403 -3.9435
H 2.4492 -3.4023 -3.6575
H -0.4872 0.9322 -5.0907
H 0.3611 1.0475 -7.7094
H 2.3383 -0.8010 -7.9432
H 2.5184 -2.0185 -5.5053
H 2.6003 -0.7107 1.3853
H 3.7623 -3.1530 1.9000
H 5.8769 -3.3621 0.1688
H 5.8318 -1.0949 -1.3555
H 6.3464 0.7260 -0.1381
H 7.8606 2.8976 -0.7311
H 6.1366 4.8173 -1.6057
H 3.6506 3.6817 -1.5371
O -3.8394 0.6087 3.5037
S -4.6752 1.4754 2.7142
O -5.5590 0.8760 1.7423
N -3.8059 2.6916 1.9864
C -4.2805 3.9593 2.2445
S -3.7065 5.0871 1.1461
C -5.1866 3.9741 3.4047
C -5.6891 4.9764 4.2619
C -6.2626 4.6289 5.5043
C -6.3938 3.2967 5.9109
C -6.0035 2.2874 5.0230
C -5.4556 2.6452 3.7955
H -5.6332 6.0131 3.9357
H -6.6539 5.3905 6.1718
H -6.8021 2.9842 6.8779
H -6.1251 1.2338 5.2805
*
```

***

3.
Entry from the Open Molecules 2025 dataset: a cluster of 5 separate species, C34H39F32NO9 in total in a non-equilibrium geometry (wB97M-V/def2-TZVPD).

- strongest force on any atom (eV/A) = 1.4
- structure (SMILES) = C#CC[C@@H]1C(=O)N[C@@H](O)[C@@H]1COCCOCCOCC.FC(F)C(F)(F)COC(F)(F)C(F)F.FC(F)C(F)(F)COC(F)(F)C(F)F.FC(F)C(F)(F)COC(F)(F)C(F)F.FC(F)C(F)(F)COC(F)(F)C(F)F
- molar mass (g/mol) = 1213.62
- calculated total energy (eV) = -142764.221
- gap between HOMO and LUMO (eV) = 9.92

Geometry as ORCA input:
```
! RIJCOSX wB97M-V def2-TZVPD def2/J DEFGRID3
* xyz 0 1
C -3.8152 -6.4473 -0.4412
C -3.7066 -5.9794 -1.5406
C -3.5771 -5.5752 -2.9614
C -2.1288 -5.6339 -3.4717
C -1.2253 -6.7909 -2.9877
O -1.5383 -7.8696 -2.5883
N 0.0739 -6.2551 -3.0875
C -0.1008 -4.9105 -2.5037
O 1.0511 -4.1141 -2.4029
C -1.2218 -4.3803 -3.3848
C -1.7510 -3.0287 -2.9630
O -2.3876 -3.0812 -1.7179
C -2.7209 -1.7893 -1.2621
C -1.4859 -1.0398 -0.7270
O -1.5404 -0.9893 0.6812
C -0.2760 -0.5872 1.1948
C 0.7058 -1.7875 1.4068
O 0.2524 -2.9484 0.7508
C 0.1543 -4.1049 1.5636
C -1.0420 -4.9652 1.0808
H -4.0939 -6.9156 0.4712
H -3.9974 -4.5763 -3.0687
H -4.1963 -6.2562 -3.5444
H -2.2249 -5.8280 -4.5472
H 0.8161 -6.8211 -2.6981
H -0.4233 -5.0819 -1.4649
H 1.3299 -4.1326 -1.4859
H -0.7299 -4.1957 -4.3469
H -0.8667 -2.3777 -2.8587
H -2.3576 -2.5860 -3.7665
H -3.2195 -1.1961 -2.0376
H -3.4248 -1.8864 -0.4352
H -0.5868 -1.5816 -1.0423
H -1.4319 -0.0358 -1.1695
H -0.4534 -0.0305 2.1118
H 0.1885 0.0938 0.4734
H 1.6631 -1.4956 0.9560
H 0.8692 -1.9300 2.4703
H 1.0691 -4.6966 1.4441
H -0.0016 -3.8656 2.6160
H -1.5077 -4.5347 0.1972
H -1.7872 -5.0173 1.8759
H -0.6950 -5.9808 0.8906
C 2.6044 -1.0706 -5.5691
C 3.2684 -1.1940 -4.1849
C 2.3529 -1.2936 -2.9658
F 1.5914 -0.1874 -2.8079
F 3.1095 -1.4123 -1.8417
F 4.1636 -0.1933 -4.0225
F 3.9744 -2.3575 -4.2079
O 2.5021 0.2205 -6.1617
C 1.4338 1.0559 -5.9110
C 1.8719 2.3496 -5.2200
F 2.4873 2.0996 -4.0517
F 0.7749 3.1039 -4.9595
F 0.4510 0.4315 -5.2383
F 0.9219 1.4096 -7.1080
H 3.2758 -1.6024 -6.2415
H 1.6576 -1.6085 -5.6115
H 1.7005 -2.1666 -3.0278
H 2.5527 2.9141 -5.8598
C 3.7408 1.8203 1.7610
C 4.6587 3.0034 2.1215
C 5.9065 2.7149 2.9603
F 5.5957 2.2245 4.1753
F 6.5847 3.8703 3.1484
F 3.9277 3.9840 2.6926
F 5.1238 3.4906 0.9380
O 2.5594 1.6213 2.5325
C 2.5543 0.8775 3.6937
C 2.1719 1.7170 4.9142
F 3.0206 2.7418 5.0883
F 2.2267 0.9340 6.0219
F 3.7104 0.2179 3.8703
F 1.5920 -0.0609 3.5405
H 3.3548 2.0649 0.7723
H 4.3018 0.8942 1.6367
H 6.5635 2.0086 2.4451
H 1.1604 2.1139 4.8050
C -1.5384 5.5541 -5.4530
C -0.9996 6.9129 -5.9395
C -1.0308 8.0937 -4.9653
F -2.2839 8.4147 -4.5969
F -0.4949 9.1780 -5.5746
F -1.6029 7.2493 -7.0987
F 0.3196 6.7119 -6.2236
O -2.8584 5.1771 -5.8305
C -3.9670 5.5466 -5.0953
C -4.9158 6.4391 -5.8999
F -4.2961 7.5581 -6.3142
F -5.9549 6.8000 -5.1137
F -3.6278 6.0984 -3.9179
F -4.6428 4.4127 -4.8136
H -0.9153 4.8152 -5.9537
H -1.3647 5.4059 -4.3873
H -0.4395 7.8728 -4.0722
H -5.2930 5.9007 -6.7716
C 0.5563 0.7418 8.6950
C 0.2017 1.8966 9.6509
C 0.1949 1.6150 11.1558
F -0.7215 0.6904 11.4951
F -0.1158 2.7569 11.8141
F -0.9717 2.4488 9.2747
F 1.1630 2.8449 9.4637
O -0.5079 0.0492 8.0492
C -1.1504 -1.0237 8.6344
C -2.6340 -0.7371 8.8812
F -2.7962 0.3337 9.6781
F -3.1939 -1.8052 9.4924
F -0.5220 -1.4394 9.7468
F -1.0916 -2.0419 7.7501
H 1.0792 1.2172 7.8724
H 1.2757 0.0528 9.1375
H 1.1815 1.2820 11.4901
H -3.1463 -0.5538 7.9347
*
```

***

4.
Entry from the Open Molecules 2025 dataset: a structure of composition C34H39N5O4P2Ru in a non-equilibrium geometry (wB97M-V/def2-TZVPD).

- strongest force on any atom (eV/A) = 4.1
- molar mass (g/mol) = 744.74
- energy relative to the best compared isomer or geometry (same formula, charge and spin) (eV) = 0.6580
- <S²> = 6.038
- calculated total energy (eV) = -72666.364
- gap between HOMO and LUMO (spin up / spin down) (eV) = 5.75 / 2.92

Geometry as ORCA input:
```
! RIJCOSX wB97M-V def2-TZVPD def2/J DEFGRID3
* xyz 2 5
Ru 0.3860 -0.7230 2.2982
C -1.1320 1.5806 2.8068
C -1.3886 0.6187 1.8390
C -1.1697 0.8956 0.3647
C 0.0963 0.3016 -0.2480
C 1.2968 0.1054 0.6436
C 1.6521 1.0291 1.6592
C 1.0885 2.4168 1.7528
C -0.1669 2.6734 2.6522
C 1.9574 -1.8528 2.7100
H -1.7369 1.5879 3.7113
H -2.1239 -0.1752 2.0587
H -1.2348 1.9666 0.1407
H -2.0526 0.4545 -0.1404
H -0.1501 -0.7015 -0.6430
H 0.4000 0.9082 -1.1151
H 2.0721 -0.5744 0.2848
H 2.6206 0.8755 2.1525
H 0.9048 2.8054 0.7393
H 1.8954 3.0454 2.1678
H 0.1983 2.9747 3.6480
H -0.6771 3.5687 2.2454
H 2.5633 -1.3261 3.4703
H 2.5548 -2.0690 1.8135
H 1.5061 -2.7775 3.1111
P 1.8118 -0.9018 -2.4645
P -2.0732 -0.1724 -2.3849
N 3.1558 0.1499 -2.9288
N 2.3134 -2.1770 -3.6057
N -2.1951 1.4661 -2.9844
N -3.5204 -0.6938 -3.3120
C 0.5550 -0.0983 -3.5875
C -0.8118 -0.8160 -3.5892
C 4.2923 0.3574 -2.1312
C 5.2064 1.1258 -2.8448
C 4.6342 1.3875 -4.1310
C 3.3851 0.7767 -4.1571
C 2.6189 -3.4868 -3.2171
C 2.9245 -4.2327 -4.3494
C 2.8097 -3.3625 -5.4805
C 2.4423 -2.1124 -4.9986
C -2.3229 2.6685 -2.2595
C -2.0720 3.7309 -3.1139
C -1.7765 3.1846 -4.4081
C -1.8732 1.8085 -4.3029
C -4.3159 -0.1346 -4.3259
C -5.2011 -1.1072 -4.7958
C -4.9159 -2.3150 -4.0721
C -3.8860 -2.0450 -3.1919
H 0.9194 -0.0731 -4.6278
H 0.4772 0.9565 -3.2688
H -1.2476 -0.7641 -4.5985
H -0.7039 -1.8907 -3.3672
H 4.3194 -0.0472 -1.1301
H 6.1761 1.4588 -2.4978
H 5.0660 1.9439 -4.9511
H 2.6480 0.7624 -4.9423
H 2.5841 -3.7495 -2.1706
H 3.1990 -5.2801 -4.3740
H 2.9699 -3.6121 -6.5232
H 2.2555 -1.1987 -5.5385
H -2.6417 2.6616 -1.2204
H -2.0871 4.7880 -2.8589
H -1.5143 3.7096 -5.3162
H -1.7430 1.0536 -5.0600
H -4.2099 0.8939 -4.6339
H -5.9518 -0.9734 -5.5606
H -5.4114 -3.2707 -4.1937
H -3.3747 -2.6685 -2.4705
O 1.0856 0.7063 4.8803
C 0.1915 -0.1154 5.1276
O -0.3363 -0.9469 4.2608
C -0.3808 -0.2055 6.5331
C -1.0666 -1.3522 6.9730
C -1.5308 -1.4556 8.2827
C -1.3020 -0.4004 9.1827
C -0.6794 0.7841 8.7372
C -0.1936 0.8689 7.4316
N -1.4793 -0.6222 10.5801
O -1.8966 -1.7305 10.9839
O -1.1752 0.3043 11.3664
H -1.2331 -2.1759 6.2811
H -2.0445 -2.3404 8.6482
H -0.5629 1.6046 9.4410
H 0.3296 1.7677 7.1073
*
```

***

5.
Entry from the Open Molecules 2025 dataset: a structure of composition C34H40As2BN4O9S3Y in a non-equilibrium geometry (wB97M-V/def2-TZVPD).

- strongest force on any atom (eV/A) = 1.2
- molar mass (g/mol) = 994.48
- energy relative to the best compared isomer or geometry (same formula, charge and spin) (eV) = 3.2551
- calculated total energy (eV) = -216185.655
- gap between HOMO and LUMO (eV) = 6.73

Geometry as ORCA input:
```
! RIJCOSX wB97M-V def2-TZVPD def2/J DEFGRID3
* xyz 2 1
Y -1.0505 0.6458 0.2459
C 2.4384 1.7657 2.1203
N 1.3469 2.7137 2.3129
C 1.0494 3.3478 3.4974
C -0.0043 4.1539 3.2463
N -0.3414 4.0243 1.9159
B -1.4674 4.9976 1.3312
N -2.0945 4.5032 -0.0190
C -2.1919 5.3194 -1.1305
C -2.9929 4.7115 -2.0296
N -3.3818 3.5097 -1.4583
C -4.3095 2.5549 -2.0565
C -2.8204 3.4123 -0.2383
S -3.0885 2.0878 0.8569
C 0.4856 3.1366 1.3645
S 0.5283 2.6106 -0.3094
H 2.9688 1.6710 3.0637
H 3.1255 2.1286 1.3600
H 2.0508 0.7889 1.8371
H 1.6082 3.1660 4.3981
H -0.5362 4.8314 3.8912
H -0.9466 6.0635 1.0959
H -2.3296 5.0543 2.1780
H -1.6902 6.2698 -1.1691
H -3.3380 5.0219 -3.0003
H -4.5610 2.9089 -3.0519
H -5.2133 2.4795 -1.4574
H -3.8543 1.5692 -2.1251
O -0.5797 0.1214 2.2089
S -1.3939 -0.4470 3.4195
C -0.7743 0.4044 4.8110
C 0.5259 0.1961 5.2706
C 0.9597 0.9410 6.3504
C 0.1054 1.8684 6.9519
C -1.1827 2.0632 6.4787
C -1.6365 1.3245 5.3920
C -0.7316 -2.0718 3.6390
C -1.2485 -2.8338 4.6821
C -0.7337 -4.1025 4.8821
C 0.2749 -4.5890 4.0538
C 0.7703 -3.8149 3.0162
C 0.2630 -2.5375 2.7955
H 1.1699 -0.5445 4.8113
H 1.9575 0.7906 6.7420
H 0.4505 2.4347 7.8079
H -1.8382 2.7793 6.9563
H -2.6406 1.4639 5.0085
H -2.0295 -2.4514 5.3296
H -1.1172 -4.7136 5.6881
H 0.6783 -5.5782 4.2267
H 1.5570 -4.1853 2.3730
H 0.6682 -1.9223 2.0058
C 0.7732 -5.1478 -1.3009
O 1.5336 -4.3469 -0.3774
C 1.9132 -3.1023 -0.6179
O 2.5205 -2.5000 0.2418
C 1.4632 -2.2885 -1.8072
C 1.5422 -2.6246 -3.0963
As 0.9149 -1.6098 -4.7510
C 2.6636 -1.4675 -5.6001
C 0.8673 0.0673 -3.7022
C 0.1830 -0.0180 -2.5408
As 1.2762 -0.4850 -0.9125
C 3.0662 0.1444 -1.1671
C -1.1122 -0.7560 -2.4350
O -1.7222 -0.7696 -1.3421
O -1.6593 -1.2507 -3.4947
C -2.9992 -1.8251 -3.4137
C 1.9374 1.1184 -3.9041
O 3.1055 0.8542 -3.9008
O 1.5177 2.3583 -4.1204
C 0.1215 2.7050 -4.2282
C 2.2972 -3.9277 -3.3631
O 3.3072 -4.1367 -2.7589
O 1.8614 -4.8355 -4.2456
C 0.6057 -4.7589 -4.9341
H 0.2980 -5.9090 -0.6922
H 1.4388 -5.6250 -2.0138
H 0.0148 -4.5513 -1.8046
H 2.7703 -2.3682 -6.2056
H 3.4791 -1.3733 -4.8921
H 2.6578 -0.6015 -6.2605
H 3.4885 -0.2919 -2.0630
H 3.5966 -0.2067 -0.2861
H 3.0639 1.2288 -1.2216
H -3.3809 -1.7786 -4.4261
H -3.6116 -1.2513 -2.7278
H -2.9115 -2.8538 -3.0774
H 0.1191 3.7073 -4.6407
H -0.3487 2.7089 -3.2473
H -0.4025 2.0324 -4.9047
H 0.4248 -5.7599 -5.3100
H 0.6573 -4.0730 -5.7742
H -0.1953 -4.4743 -4.2511
*
```